# 1
ORCA calculation (ωB97M-V with the def2-TZVPD basis set) on C45H120N12O21 as an isolated structure in a non-equilibrium geometry.

Structure (ORCA input):
```
! wB97M-V def2-TZVPD RIJCOSX def2/J DEFGRID3
* xyz 0 1
C -4.55 -1.42 1.26
O -4.07 -1.72 2.36
N -4.29 -2.14 0.15
N -5.31 -0.30 1.08
H -4.72 -1.90 -0.73
H -3.62 -2.89 0.12
H -5.83 -0.22 0.20
H -5.49 0.31 1.84
C -0.81 0.64 -1.44
O -0.93 0.34 -2.64
N -1.30 -0.11 -0.42
N -0.15 1.75 -1.02
H -1.75 -0.97 -0.70
H -1.52 0.35 0.45
H 0.05 2.51 -1.65
H 0.03 1.85 -0.03
C -2.62 1.64 -5.23
O -3.57 2.30 -5.68
N -1.97 0.68 -5.94
N -2.09 1.83 -4.00
H -1.28 0.18 -5.41
H -2.04 0.76 -6.94
H -2.52 2.46 -3.35
H -1.27 1.32 -3.69
C 7.37 2.35 -3.47
O 6.78 1.16 -2.93
C 7.72 0.23 -2.41
C 6.96 -0.84 -1.67
N 6.33 -0.36 -0.44
C 5.63 -1.41 0.27
C 4.55 -2.12 -0.54
O 3.65 -1.17 -1.07
C 2.49 -1.76 -1.63
H 7.46 2.29 -4.55
H 8.31 2.61 -2.98
H 6.65 3.11 -3.15
H 8.40 0.70 -1.68
H 8.31 -0.16 -3.25
H 7.63 -1.65 -1.38
H 6.15 -1.15 -2.35
H 5.65 0.33 -0.72
H 5.06 -0.98 1.09
H 6.32 -2.17 0.66
H 4.02 -2.77 0.16
H 4.98 -2.75 -1.34
H 2.73 -2.17 -2.61
H 1.74 -0.99 -1.79
H 1.98 -2.55 -1.07
C -0.22 -6.31 -1.81
O -1.21 -6.92 -1.01
C -1.37 -6.27 0.26
C -1.87 -4.85 0.14
N -2.93 -4.63 -0.83
C -4.19 -5.28 -0.47
C -5.30 -4.97 -1.46
O -6.51 -5.48 -0.96
C -7.14 -6.45 -1.78
H -0.49 -5.29 -2.10
H -0.21 -6.85 -2.75
H 0.77 -6.32 -1.34
H -0.45 -6.42 0.83
H -2.11 -6.89 0.77
H -0.99 -4.26 -0.15
H -2.23 -4.44 1.09
H -2.66 -4.97 -1.74
H -4.49 -4.89 0.51
H -4.06 -6.37 -0.41
H -5.00 -5.44 -2.41
H -5.37 -3.90 -1.64
H -6.36 -7.18 -2.04
H -7.50 -5.94 -2.68
H -7.96 -6.99 -1.32
C 2.43 -1.93 2.96
O 3.80 -1.56 3.13
C 4.66 -2.45 3.83
C 6.02 -1.79 3.98
N 6.84 -2.32 5.06
C 7.91 -1.45 5.47
C 8.48 -1.95 6.80
O 7.46 -1.79 7.77
C 7.81 -2.23 9.10
H 1.99 -1.22 2.27
H 2.07 -1.77 3.98
H 2.31 -2.97 2.65
H 4.66 -3.44 3.38
H 4.16 -2.62 4.79
H 5.78 -0.74 4.21
H 6.59 -1.76 3.05
H 6.27 -2.63 5.84
H 7.73 -0.37 5.59
H 8.69 -1.50 4.70
H 9.31 -1.32 7.13
H 8.75 -3.01 6.74
H 8.12 -3.26 8.93
H 6.88 -2.20 9.65
H 8.61 -1.59 9.48
C 3.79 1.82 3.38
O 4.03 2.34 2.10
C 3.22 1.81 1.07
C 3.83 2.21 -0.27
N 2.98 1.80 -1.37
C 3.42 2.33 -2.66
C 2.57 1.84 -3.84
O 2.95 0.52 -4.26
C 4.09 0.50 -5.09
H 2.75 1.88 3.71
H 4.42 2.28 4.15
H 4.16 0.79 3.46
H 2.17 2.13 1.14
H 3.15 0.73 1.24
H 4.81 1.75 -0.36
H 3.99 3.29 -0.26
H 3.10 0.78 -1.31
H 4.47 2.03 -2.77
H 3.41 3.42 -2.65
H 2.74 2.56 -4.64
H 1.55 1.77 -3.47
H 3.83 0.70 -6.14
H 4.58 -0.47 -5.08
H 4.80 1.28 -4.81
C -11.08 -0.60 -1.19
O -9.74 -0.27 -0.88
C -9.30 0.92 -1.51
C -7.89 1.22 -0.98
N -6.84 0.35 -1.48
C -6.49 0.72 -2.85
C -5.10 0.15 -3.19
O -5.20 -1.26 -3.37
C -3.88 -1.78 -3.46
H -11.71 0.08 -0.60
H -11.26 -1.64 -0.93
H -11.30 -0.57 -2.26
H -10.03 1.68 -1.23
H -9.33 0.80 -2.60
H -7.98 0.98 0.09
H -7.70 2.28 -1.11
H -7.14 -0.62 -1.48
H -6.42 1.80 -2.94
H -7.29 0.42 -3.53
H -4.35 0.44 -2.45
H -4.79 0.56 -4.16
H -3.31 -1.21 -4.21
H -3.79 -2.81 -3.78
H -3.33 -1.60 -2.53
C -3.68 2.46 -0.13
O -3.66 3.62 0.71
C -4.30 3.36 1.95
C -4.00 4.55 2.85
N -2.54 4.57 3.06
C -2.20 5.88 3.61
C -0.80 5.91 4.20
O 0.24 5.61 3.28
C 1.53 5.60 3.87
H -3.48 2.88 -1.11
H -4.65 1.97 -0.14
H -2.97 1.71 0.22
H -3.95 2.44 2.42
H -5.37 3.25 1.73
H -4.55 4.46 3.80
H -4.30 5.47 2.33
H -2.29 4.47 2.08
H -2.90 6.06 4.43
H -2.32 6.72 2.91
H -0.71 5.28 5.09
H -0.62 6.89 4.66
H 2.27 5.63 3.06
H 1.65 4.65 4.40
H 1.67 6.50 4.47
C -0.23 1.99 3.94
C -0.05 0.51 3.90
O -0.87 -0.14 2.90
O -1.54 2.35 4.30
H 0.03 2.40 2.96
H 0.46 2.41 4.69
H -0.31 0.04 4.85
H 0.98 0.22 3.71
H -1.78 0.06 3.18
H -1.71 3.28 4.01
C -0.22 -2.72 -4.38
C 0.91 -1.97 -5.06
O 0.63 -0.60 -4.95
O -0.20 -2.37 -3.01
H -0.10 -3.79 -4.51
H -1.19 -2.39 -4.77
H 1.06 -2.29 -6.10
H 1.84 -2.26 -4.56
H 1.42 -0.09 -4.66
H -0.39 -1.41 -2.97
C 0.63 4.63 -0.64
C -0.78 4.93 -0.12
O -0.70 6.10 0.67
O 0.61 3.41 -1.40
H 1.35 4.41 0.16
H 1.08 5.47 -1.17
H -1.06 4.03 0.45
H -1.49 5.08 -0.93
H -0.16 5.92 1.46
H 1.43 2.88 -1.29
*
```

Results
E_LUMO   0.021 hartree
Total energy   -109480.255 eV
HOMO level   -8.5102 eV
Energy relative to the best compared isomer or geometry (same formula, charge and spin)   138.15 kJ/mol

Atom charges from the Löwdin analysis, given in e for atoms 1 to 2:
1 C -0.668
2 O -0.009


# 2
ORCA calculation (ωB97M-V with the def2-TZVPD basis set) on C5H8CsFO4 as an isolated structure in a non-equilibrium geometry.

Structure (ORCA input):
```
! wB97M-V def2-TZVPD RIJCOSX def2/J DEFGRID3
* xyz 0 1
O 2.29 -0.16 -1.40
C 2.41 -0.72 -0.32
C 1.45 -0.45 0.82
O 0.10 -0.26 0.42
C -0.40 0.96 0.37
O -1.70 0.99 0.24
O 0.25 1.99 0.38
C -2.50 -0.21 0.33
H 1.81 0.44 1.37
Cs 3.55 4.16 -0.53
F 4.35 1.29 0.25
H 2.95 -1.68 -0.22
H 1.44 -1.31 1.51
C -2.58 -0.94 -1.00
H -2.09 -0.85 1.12
H -3.48 0.15 0.64
H -1.59 -1.27 -1.34
H -3.21 -1.83 -0.87
H -3.03 -0.30 -1.77
*
```

Results
E_LUMO   -0.019 hartree
Total energy   -16769.329 eV
HOMO level   -7.9701 eV
Energy relative to the best compared isomer or geometry (same formula, charge and spin)   33.91 kJ/mol

Atom charges from the Löwdin analysis, given in e for atoms 1 to 2:
1 O 0.036
2 C -0.213


# 3
ORCA calculation (ωB97M-V with the def2-TZVPD basis set) on a 33-piece molecular cluster, H66O33 overall in a non-equilibrium geometry.

Structure (ORCA input):
```
! wB97M-V def2-TZVPD RIJCOSX def2/J DEFGRID3
* xyz 0 1
O 2.82 -2.28 1.25
H 2.39 -2.52 2.09
H 3.63 -1.79 1.44
O 2.76 3.60 -3.16
H 1.84 3.83 -2.95
H 2.76 3.20 -4.02
O -0.03 -0.19 -4.67
H 0.74 -0.66 -5.08
H -0.57 -0.98 -4.41
O -0.22 -1.59 -0.27
H 0.10 -2.41 0.16
H -0.13 -0.95 0.44
O -0.41 3.96 -2.76
H -1.14 3.86 -3.41
H -0.04 3.06 -2.54
O 4.35 -0.30 1.96
H 3.57 -0.03 2.51
H 5.05 -0.12 2.54
O -1.12 -4.72 -2.02
H -1.79 -4.21 -1.59
H -0.49 -4.94 -1.36
O -3.92 1.95 0.86
H -4.59 2.45 0.46
H -3.12 2.06 0.30
O -0.07 2.48 3.43
H -0.97 2.27 3.14
H 0.02 3.42 3.20
O -1.48 2.23 -0.25
H -1.10 1.65 0.41
H -1.09 1.86 -1.08
O -2.88 3.30 2.93
H -3.18 3.26 3.87
H -3.48 2.67 2.46
O -3.43 0.83 -2.70
H -3.04 0.39 -3.44
H -3.58 0.07 -2.15
O 1.72 -1.27 4.63
H 0.89 -0.92 4.93
H 1.94 -0.63 3.94
O 1.17 4.77 0.13
H 0.48 5.16 -0.44
H 1.00 3.84 0.07
O -2.69 -3.01 -0.67
H -3.13 -3.33 0.17
H -1.98 -2.44 -0.32
O 1.82 0.68 2.64
H 1.89 0.94 1.73
H 1.23 1.37 3.01
O 3.11 -1.99 -2.18
H 3.93 -1.46 -1.92
H 2.67 -2.10 -1.32
O 1.62 -3.78 3.38
H 1.41 -2.91 3.87
H 1.59 -4.63 3.85
O -5.01 3.12 -1.62
H -4.17 2.71 -1.46
H -5.60 2.41 -1.91
O 3.13 0.44 -4.34
H 4.02 0.13 -4.39
H 2.81 -0.11 -3.63
O 0.26 1.37 -2.34
H 0.82 0.97 -1.68
H 0.26 0.75 -3.11
O -0.22 5.23 2.71
H -1.19 5.41 2.70
H 0.12 5.33 1.77
O 5.43 -0.01 -1.79
H 5.19 0.91 -1.50
H 6.19 -0.21 -1.26
O -1.55 -2.50 2.82
H -2.12 -3.25 2.52
H -0.67 -2.79 2.63
O -1.40 0.07 1.86
H -2.12 -0.56 1.69
H -1.34 -0.02 2.81
O -2.35 -2.07 -3.42
H -2.52 -2.77 -2.84
H -2.17 -2.47 -4.25
O -0.05 -3.30 -4.04
H -0.23 -3.70 -3.15
H 0.90 -3.19 -4.11
O -0.98 -0.33 4.74
H -1.32 0.37 5.28
H -1.65 -1.02 4.79
O 1.40 -4.55 -0.03
H 1.93 -4.11 0.64
H 1.89 -4.57 -0.88
O 1.85 1.04 -0.26
H 2.01 0.07 -0.30
H 2.70 1.50 -0.37
O -3.86 -0.86 0.99
H -3.91 0.08 1.01
H -3.38 -1.01 0.17
O -3.94 -3.52 1.87
H -4.62 -3.90 2.44
H -4.19 -2.60 1.70
O 4.28 2.49 -1.03
H 3.70 2.75 -1.73
H 4.82 3.24 -0.79
*
```

Results
E_LUMO   -0.005 hartree
Total energy   -68644.814 eV
HOMO level   -10.6911 eV
Energy relative to the best compared isomer or geometry (same formula, charge and spin)   132.46 kJ/mol

Atom charges from the Löwdin analysis, given in e for atoms 1 to 2:
1 O -0.070
2 H 0.004


# 4
ORCA calculation (ωB97M-V with the def2-TZVPD basis set) on C34H34N3O3Os as an isolated structure.

Structure (ORCA input):
```
! wB97M-V def2-TZVPD RIJCOSX def2/J DEFGRID3
* xyz 1 5
Os -0.32 0.43 0.45
C -0.82 2.87 -1.39
N -0.75 2.36 -0.02
C -0.86 3.16 1.01
C -0.70 2.60 2.29
C -0.77 3.06 3.60
C -0.55 1.95 4.42
C -0.37 0.85 3.58
N -0.45 1.23 2.29
C 0.56 3.03 -2.01
C 0.69 2.90 -3.38
C 1.92 3.08 -3.99
C 3.04 3.38 -3.22
C 2.91 3.50 -1.85
C 1.68 3.33 -1.24
H -1.35 3.83 -1.36
H -1.40 2.17 -1.99
H -1.07 4.21 0.85
H -0.94 4.08 3.91
H -0.54 1.93 5.49
H -0.19 -0.18 3.85
H -0.18 2.64 -3.98
H 2.01 2.98 -5.06
H 4.00 3.52 -3.69
H 3.78 3.74 -1.24
H 1.60 3.42 -0.16
O -0.91 -0.02 -3.49
C -0.50 -0.65 -2.56
O -0.27 -0.05 -1.38
C -0.24 -2.13 -2.64
C -0.63 -2.77 -3.84
C -0.44 -4.12 -3.94
C 0.13 -4.82 -2.86
C 0.35 -6.22 -2.88
C 0.90 -6.85 -1.81
C 1.28 -6.11 -0.66
C 1.08 -4.76 -0.62
C 0.50 -4.08 -1.71
N 0.30 -2.73 -1.61
H -1.06 -2.18 -4.63
H -0.73 -4.65 -4.83
H 0.06 -6.77 -3.77
H 1.07 -7.92 -1.83
H 1.73 -6.62 0.18
H 1.38 -4.18 0.25
C 2.87 -0.49 2.58
C 2.90 -1.88 1.92
C 3.12 -1.77 0.41
C 1.70 -2.69 2.36
C 1.86 -3.72 3.24
C 0.77 -4.49 3.65
C -0.52 -4.23 3.17
C -0.78 -3.19 2.31
C -2.20 -2.96 1.84
C -2.82 -1.69 2.43
C -2.36 -3.01 0.32
C 0.35 -2.37 1.91
O 0.23 -1.34 1.18
H 3.86 -0.03 2.51
H 2.60 -0.54 3.64
H 2.16 0.17 2.07
H 3.76 -2.42 2.32
H 2.27 -1.37 -0.13
H 3.37 -2.74 -0.02
H 3.97 -1.10 0.24
H 2.85 -3.96 3.61
H 0.92 -5.32 4.33
H -1.34 -4.86 3.49
H -2.76 -3.80 2.25
H -2.47 -0.79 1.93
H -2.61 -1.60 3.50
H -3.91 -1.73 2.31
H -1.87 -2.17 -0.17
H -3.42 -2.99 0.07
H -1.93 -3.93 -0.09
*
```

Results
E_LUMO (spin up / spin down)   -0.108 / -0.220 hartree
Total energy   -48883.388 eV
HOMO level (spin up / spin down)   -11.2389 / -11.2696 eV

Atom charges from the Löwdin analysis, given in e for atoms 1 to 2:
1 Os 1.647
2 C -0.148